[1]
39
Properties=species:S:1:pos:R:3:mulliken_charge:R:1 method="wB97M-V/def2-TZVPD" smiles=Cc1nc(-c2ccccn2)nc(SCCc2ccccc2)c1Cl orbital_gap_ha=0.3130 homo_energy_ev=-8.63 multiplicity=1
C 2.62 -3.01 0.54 -1.165
C 2.23 -1.56 0.30 0.651
N 2.04 -0.80 1.37 -0.453
C 1.54 0.41 1.22 -0.089
C 1.52 1.39 2.41 0.525
C 1.60 0.82 3.80 -0.254
C 1.54 1.65 4.90 -0.324
C 1.47 3.01 4.69 -0.456
C 1.43 3.48 3.37 -0.090
N 1.39 2.69 2.36 -0.491
N 1.01 0.86 0.03 -0.490
C 1.06 0.07 -1.04 0.369
S 0.37 0.64 -2.46 -0.226
C -1.44 0.82 -2.01 -0.540
C -2.42 0.39 -3.06 -0.726
C -3.79 0.39 -2.41 0.400
C -4.33 -0.82 -1.89 -0.324
C -5.71 -0.74 -1.68 -0.547
C -6.46 0.46 -1.76 -0.379
C -5.91 1.66 -2.26 -0.562
C -4.61 1.59 -2.58 -0.205
C 1.69 -1.17 -0.95 0.202
Cl 2.10 -2.00 -2.41 -0.197
H 2.17 -3.63 -0.33 0.359
H 3.66 -3.06 0.54 0.276
H 2.20 -3.26 1.53 0.330
H 1.52 -0.27 3.90 0.339
H 1.59 1.22 5.95 0.322
H 1.77 3.71 5.49 0.328
H 1.38 4.56 3.11 0.381
H -1.60 1.93 -1.92 0.244
H -1.58 0.27 -1.01 0.364
H -2.49 1.02 -3.90 0.440
H -2.09 -0.62 -3.49 0.354
H -3.77 -1.78 -1.77 0.374
H -6.25 -1.62 -1.36 0.328
H -7.47 0.44 -1.45 0.392
H -6.49 2.62 -2.31 0.317
H -4.22 2.56 -2.99 0.219

=====

[2]
47
Properties=species:S:1:pos:R:3:mulliken_spin:R:1 method="wB97M-V/def2-TZVPD" charge=-2 orbital_gap_ha="0.2048 / 0.2175" homo_energy_ev="-1.19 / -1.54" multiplicity=5
Cr 0.02 0.99 -1.49 4.001
S 3.21 -2.67 -7.07 -0.002
C 2.48 -1.80 -5.82 -0.001
S 0.80 -1.79 -5.52 0.003
C 0.78 -0.81 -4.09 0.008
C 2.00 -0.40 -3.65 -0.003
S 2.32 0.58 -2.25 -0.028
S 3.34 -0.95 -4.63 0.003
S -0.76 -0.45 -3.34 -0.004
O -3.76 1.04 0.35 0.006
C -2.56 1.08 0.14 0.005
O -2.00 1.24 -1.01 -0.003
C -1.60 0.99 1.34 -0.003
P -0.15 -0.07 0.95 -0.032
C 1.01 0.22 2.34 0.006
C 1.87 -0.81 2.75 0.010
C 2.87 -0.57 3.67 -0.004
C 3.04 0.71 4.20 0.009
C 2.21 1.73 3.79 -0.005
C 1.20 1.50 2.86 0.006
C -0.83 -1.75 1.31 -0.009
C -0.95 -2.32 2.57 0.001
C -1.50 -3.59 2.72 -0.001
C -1.95 -4.28 1.60 0.002
C -1.84 -3.71 0.34 0.002
C -1.27 -2.45 0.20 0.010
H -2.14 0.68 2.24 0.002
H -1.19 1.99 1.47 0.004
H 1.77 -1.80 2.32 0.000
H 3.53 -1.38 3.97 0.000
H 3.84 0.90 4.91 0.001
H 2.35 2.74 4.16 0.000
H 0.60 2.32 2.52 0.003
H -0.62 -1.78 3.45 0.000
H -1.59 -4.02 3.71 0.000
H -2.38 -5.27 1.72 0.000
H -2.18 -4.25 -0.53 0.001
H -1.17 -2.02 -0.79 -0.028
C -2.08 3.24 -3.96 0.006
O -1.45 3.41 -2.71 0.017
H -3.17 3.21 -3.87 -0.001
H -1.75 2.33 -4.46 0.000
H -1.82 4.10 -4.59 0.000
H -1.87 2.79 -2.09 -0.029
O 1.39 4.68 0.92 0.021
S 1.33 3.88 -0.32 0.053
N 0.62 2.61 -0.34 -0.023

=====

[3]
43
Properties=species:S:1:pos:R:3:mulliken_charge:R:1 method="wB97M-V/def2-TZVPD" smiles="Cc1ccccc1OCC(=O)N1N=C(c2cccnc2)C[C@@]1(O)C(F)(F)F" orbital_gap_ha=0.3007 homo_energy_ev=-8.50 multiplicity=1
C -0.20 5.48 -0.37 -1.329
C -0.15 4.46 0.73 0.597
C 0.03 4.83 2.05 -0.545
C 0.09 3.87 3.06 -0.628
C -0.03 2.54 2.74 -0.829
C -0.21 2.15 1.42 -0.441
C -0.27 3.10 0.41 0.960
O -0.45 2.83 -0.92 -0.384
C -0.46 1.49 -1.31 -0.606
C 0.88 0.81 -1.07 0.582
O 1.94 1.39 -1.00 -0.654
N 0.81 -0.55 -0.94 0.815
N -0.34 -1.25 -0.75 -1.009
C -0.08 -2.45 -0.39 0.285
C -1.11 -3.42 -0.11 0.460
C -2.46 -3.10 -0.31 -0.351
C -3.42 -4.05 -0.02 -0.452
C -3.00 -5.29 0.45 -0.303
N -1.73 -5.60 0.64 -0.660
C -0.81 -4.70 0.37 -0.261
C 1.41 -2.73 -0.27 -1.166
C 2.01 -1.40 -0.74 0.520
O 2.91 -0.87 0.16 -0.694
C 2.68 -1.59 -2.13 0.556
F 3.59 -2.56 -2.11 -0.279
F 1.76 -1.94 -3.05 -0.290
F 3.28 -0.49 -2.59 -0.236
H -0.05 6.48 0.02 0.391
H -1.17 5.43 -0.87 0.300
H 0.56 5.25 -1.12 0.276
H 0.12 5.87 2.30 0.344
H 0.22 4.18 4.08 0.377
H 0.02 1.78 3.51 0.396
H -0.29 1.10 1.19 0.411
H -0.63 1.50 -2.40 0.343
H -1.27 0.91 -0.84 0.494
H -2.72 -2.12 -0.68 0.459
H -4.47 -3.84 -0.16 0.398
H -3.71 -6.07 0.68 0.367
H 0.21 -5.01 0.55 0.412
H 1.72 -3.57 -0.88 0.425
H 1.70 -2.91 0.77 0.465
H 3.10 0.06 -0.09 0.483

=====

[4]
39
Properties=species:S:1:pos:R:3:mulliken_charge:R:1 method="wB97M-V/def2-TZVPD" orbital_gap_ha=0.1097 homo_energy_ev=-6.22 multiplicity=1
C -0.86 3.48 2.00 -0.196
N 0.47 3.81 1.98 -0.672
C 1.36 2.82 2.03 0.352
C 2.83 3.22 2.01 0.911
F 3.06 3.95 0.91 -0.275
F 3.09 3.95 3.10 -0.271
F 3.60 2.12 2.00 -0.254
O 1.04 1.66 2.09 -0.702
H -1.45 4.40 2.01 0.267
H -1.09 2.88 1.12 -0.189
H -1.06 2.90 2.90 0.248
C -0.62 0.37 -1.18 -0.253
C 0.43 0.77 -2.07 0.971
C 0.46 2.06 -2.62 -0.326
C 1.46 2.44 -3.47 -0.688
C 2.47 1.55 -3.81 -0.323
C 2.47 0.28 -3.28 -0.779
C 1.46 -0.11 -2.43 -0.382
C -0.79 -0.92 -0.70 -0.140
C -1.76 -1.32 0.18 -0.529
C -1.87 -2.65 0.72 0.951
C -2.95 -3.01 1.54 -0.394
C -3.04 -4.28 2.07 -0.611
C -2.06 -5.21 1.81 -0.333
C -0.98 -4.88 1.01 -0.748
C -0.89 -3.63 0.47 -0.382
H -1.32 1.12 -0.86 0.263
H -0.33 2.75 -2.37 0.388
H 1.47 3.43 -3.89 0.400
H 3.26 1.85 -4.48 0.398
H 3.25 -0.42 -3.53 0.392
H 1.49 -1.11 -2.02 0.395
H -0.12 -1.67 -1.08 0.179
H -2.49 -0.60 0.50 0.389
H -3.72 -2.29 1.74 0.380
H -3.87 -4.54 2.70 0.393
H -2.12 -6.20 2.24 0.392
H -0.21 -5.61 0.81 0.389
H -0.04 -3.38 -0.14 0.388

=====

Energy relative to the best compared isomer or geometry (same formula, charge and spin): 0.00 0.00 7.02 0.70 (kcal per mole)
E_tot: -1718.09312 -4826.36735 -1385.12146 -1124.96752 (Eh)